DFT (ωB97M-V/def2-TZVPD) results for a molecular structure, C32H62FIN2O13S5.

Element x y z (Å)
C (-3.21064, 0.15279, -4.62498)
C (-2.52685, 1.34695, -5.05321)
O (-2.74453, 1.74157, -6.15654)
N (-1.45417, 2.02266, -4.09120)
H (-1.77043, 2.96535, -4.10103)
H (-1.54705, 1.82771, -3.09182)
C (-0.01993, 2.01767, -4.51206)
H (-3.21282, -0.00743, -3.47535)
H (-2.94156, -0.78489, -5.13303)
H (-4.31476, 0.35809, -4.95165)
H (0.28740, 1.01303, -4.14160)
H (0.57157, 2.74988, -4.10351)
H (0.20440, 2.18071, -5.50455)
C (-2.05554, -1.40427, -0.69036)
C (-0.79161, -1.06346, 0.04364)
O (-0.57317, -1.58025, 1.10379)
N (0.19012, -0.21819, -0.67616)
H (0.39096, -0.69770, -1.71721)
H (-0.34040, 0.73187, -0.97980)
C (1.52029, 0.13135, -0.03892)
H (-2.34139, -2.44425, -0.41543)
H (-1.95715, -1.53241, -1.85827)
H (-2.60024, -0.47079, -0.56123)
H (2.16285, 0.77398, -0.41736)
H (1.95643, -0.87963, -0.07713)
H (1.32877, 0.46771, 0.88716)
I (1.19820, -2.40570, -3.29830)
O (-1.28823, 1.69825, -1.50555)
H (-1.83228, 2.18692, -0.95186)
F (5.27760, 1.52322, 0.14755)
C (5.80085, 0.32023, -0.22057)
C (5.11900, -0.50551, -1.30758)
C (5.81087, -1.68907, -1.57587)
C (7.10904, -2.05701, -1.07800)
C (7.57076, -1.38356, -0.03196)
C (6.98402, -0.18924, 0.48893)
H (4.15807, -0.28262, -1.72946)
H (5.35170, -2.26895, -2.26196)
H (7.53135, -2.94707, -1.43534)
H (8.50786, -1.57126, 0.49607)
H (7.51233, 0.49741, 1.09406)
C (2.66325, 3.96796, 1.70800)
C (1.45981, 4.59328, 2.21249)
C (0.83960, 3.55965, 2.97692)
S (2.08654, 2.99384, 4.10241)
O (2.04563, 1.59050, 4.20672)
O (2.02311, 3.83020, 5.25722)
C (3.33267, 3.47533, 3.00640)
H (3.34516, 4.68183, 1.33340)
H (2.41548, 3.10244, 0.86558)
H (0.81957, 5.11806, 1.33828)
H (1.63214, 5.51764, 2.73442)
H (0.68406, 2.75894, 2.32980)
H (-0.11514, 3.84824, 3.59537)
H (4.15704, 2.61360, 3.00934)
H (3.80250, 4.32925, 3.46791)
C (-2.79704, -4.99968, 3.59643)
C (-2.24264, -4.14007, 4.63050)
C (-2.43799, -2.78847, 4.23680)
S (-3.96027, -2.69483, 3.28382)
O (-3.64645, -2.22356, 2.03538)
O (-4.99380, -2.14959, 4.12091)
C (-4.25063, -4.46401, 3.17581)
H (-2.64297, -6.07963, 3.64428)
H (-2.18558, -4.96741, 2.73844)
H (-1.24384, -4.51083, 4.90455)
H (-2.79415, -4.28085, 5.71983)
H (-1.77360, -2.42738, 3.54801)
H (-2.45225, -2.04302, 4.93947)
H (-4.40343, -4.46476, 2.12063)
H (-5.12174, -4.78173, 3.70580)
C (3.69475, 3.31720, -2.06552)
C (3.48252, 4.80585, -2.43261)
C (4.71917, 5.39680, -2.63477)
S (5.75912, 4.28062, -3.39402)
O (6.85160, 4.12448, -2.51678)
O (5.80653, 4.84374, -4.73180)
C (4.76554, 2.84974, -3.25824)
H (2.84846, 2.71145, -2.14103)
H (4.11964, 3.14119, -1.14086)
H (3.06820, 5.05774, -1.61145)
H (2.83516, 4.65546, -3.33868)
H (5.12287, 5.74426, -1.85540)
H (4.48830, 6.29762, -3.11979)
H (5.34649, 2.14602, -2.70246)
H (4.20099, 2.62609, -4.17136)
C (-1.35309, -5.11415, -0.83379)
C (-1.10240, -6.59431, -0.69349)
C (-2.20187, -7.32778, -1.11049)
S (-3.48468, -6.23184, -1.60575)
O (-4.30460, -5.82695, -0.43781)
O (-4.19135, -6.89876, -2.67835)
C (-2.39340, -4.96051, -2.09192)
H (-0.38215, -4.56065, -1.02315)
H (-1.83646, -4.84411, 0.04114)
H (-0.83543, -7.03051, 0.30589)
H (-0.11712, -6.74341, -1.14527)
H (-2.67599, -7.95233, -0.30196)
H (-1.78104, -7.85229, -2.03703)
H (-2.95640, -4.16804, -1.87743)
H (-2.06002, -5.22086, -3.07277)
C (-3.43844, 1.33648, 2.58285)
C (-3.92866, 2.48737, 1.73909)
C (-4.72842, 3.28476, 2.50566)
S (-5.90576, 2.18352, 3.10137)
O (-6.89998, 1.82997, 2.17027)
O (-6.33413, 2.61496, 4.38388)
C (-4.78145, 0.83034, 3.15361)
H (-2.74504, 1.80612, 3.22876)
H (-3.04655, 0.57206, 1.83989)
H (-4.44591, 2.12479, 0.75675)
H (-2.93676, 2.91850, 1.40769)
H (-5.44155, 3.94721, 2.14789)
H (-4.32924, 3.76202, 3.08764)
H (-5.03427, 0.01983, 2.45801)
H (-4.70389, 0.32131, 4.07637)

Forces on atoms 1 to 3 (eV/Å):
C -3.201 -1.192 3.075
C 1.152 -0.347 -1.567
O 1.246 1.396 0.919

For the HOMO energy, the calculation gives -8.22 eV. The charge is 0. As for the spin multiplicity: 1. As for the relative energy (zero: lowest compared OMol25 entry of this formula, charge and spin): 3.142 eV.


DFT (ωB97M-V/def2-TZVPD) results for 8 unconnected molecules or ions with the total composition C32H62O16.

Element x y z (Å)
O (-2.31869, -3.60962, 6.29766)
C (-3.13391, -3.68069, 7.27239)
O (-2.96379, -3.30437, 8.59633)
C (-1.76036, -2.94613, 9.21739)
C (-1.50567, -1.53048, 9.05610)
C (-4.58096, -3.99304, 6.96598)
H (-0.92064, -3.56667, 8.90448)
H (-1.97457, -3.12920, 10.27033)
H (-0.88697, -1.23787, 9.90445)
H (-2.39214, -0.90924, 9.18388)
H (-0.82048, -1.18825, 8.28054)
H (-4.63034, -4.45829, 5.98152)
H (-5.14985, -3.06344, 6.94861)
H (-4.89977, -4.73224, 7.70087)
O (3.28527, 0.65388, -1.18150)
C (2.35924, -0.00641, -0.73769)
O (2.32457, -0.90454, 0.39367)
C (3.44870, -0.87777, 1.27412)
C (3.30615, -1.59439, 2.58220)
C (1.05893, -0.03619, -1.52497)
H (3.81568, 0.11593, 1.53097)
H (4.35636, -1.22667, 0.78165)
H (3.13341, -2.63620, 2.31219)
H (2.47264, -1.42217, 3.26315)
H (4.24153, -1.35367, 3.08740)
H (1.03607, 0.97902, -1.92112)
H (0.25751, -0.28551, -0.82950)
H (1.07128, -0.72084, -2.37302)
O (-1.52701, 1.07070, -11.15542)
C (-2.63365, 1.20518, -10.66549)
O (-3.69093, 1.63808, -11.32052)
C (-3.75120, 1.79280, -12.82694)
C (-4.57284, 0.73487, -13.49890)
C (-2.72109, 1.04906, -9.23325)
H (-2.80539, 1.83796, -13.36687)
H (-4.30398, 2.72130, -12.96982)
H (-5.49853, 0.73930, -12.92340)
H (-4.12833, -0.25879, -13.44263)
H (-4.85592, 0.89359, -14.53946)
H (-3.66879, 0.56210, -9.00342)
H (-2.60255, 1.95397, -8.63726)
H (-2.01217, 0.32519, -8.83134)
O (-7.10719, 2.51303, 6.73843)
C (-6.15874, 1.80434, 7.08159)
O (-5.12536, 1.47869, 6.33358)
C (-5.07239, 1.72329, 4.95192)
C (-3.68371, 1.40012, 4.32712)
C (-5.91588, 1.58013, 8.51639)
H (-5.45752, 2.71520, 4.71551)
H (-5.84010, 1.09928, 4.49440)
H (-3.49429, 0.32987, 4.40925)
H (-2.77714, 1.90987, 4.65335)
H (-3.77665, 1.63154, 3.26603)
H (-5.14981, 2.33248, 8.70400)
H (-5.57832, 0.54811, 8.61175)
H (-6.87324, 1.79634, 8.99053)
O (5.97477, -6.75031, 9.64369)
C (6.92174, -6.79974, 8.79360)
O (8.09892, -7.41523, 8.95806)
C (8.50089, -7.88769, 10.23925)
C (9.68027, -7.05425, 10.77968)
C (6.78114, -6.36841, 7.36278)
H (8.77384, -8.94091, 10.17352)
H (7.67123, -7.82236, 10.94317)
H (10.58101, -7.06400, 10.16596)
H (10.10889, -7.30194, 11.75078)
H (9.36504, -6.02741, 10.96495)
H (7.72401, -6.57756, 6.85744)
H (6.65777, -5.28609, 7.32448)
H (5.89885, -6.71853, 6.82697)
O (5.65178, 7.72623, -3.38101)
C (5.01379, 7.20668, -4.27127)
O (5.38158, 6.13459, -4.86644)
C (6.47758, 5.33381, -4.45602)
C (7.79489, 5.74564, -5.18787)
C (3.78559, 7.87470, -4.83303)
H (6.16727, 4.29864, -4.59823)
H (6.55932, 5.27170, -3.37086)
H (7.95654, 6.80440, -4.98541)
H (7.88856, 5.57045, -6.25961)
H (8.51389, 5.18145, -4.59389)
H (3.85895, 8.96005, -4.76417)
H (2.84047, 7.44962, -4.49518)
H (3.80840, 7.77443, -5.91816)
O (-4.13553, 5.56467, -4.72514)
C (-4.12879, 6.73451, -4.38674)
O (-3.85517, 7.26440, -3.13977)
C (-3.43424, 6.57347, -1.95523)
C (-1.97900, 6.32284, -2.05988)
C (-4.50768, 7.82726, -5.26179)
H (-4.11788, 5.72860, -1.87198)
H (-3.70610, 7.24999, -1.14497)
H (-1.44676, 7.26596, -2.18384)
H (-1.73704, 5.73887, -2.94788)
H (-1.54241, 5.85834, -1.17572)
H (-3.56827, 8.07287, -5.75708)
H (-4.98409, 8.70832, -4.83183)
H (-5.22703, 7.52767, -6.02394)
O (-0.85699, -4.44524, -6.37230)
C (-1.26208, -5.43528, -5.86870)
O (-0.47145, -6.18712, -5.12243)
C (-1.25399, -7.12456, -4.25517)
C (-2.57778, -7.28543, -5.08431)
C (-2.69153, -5.93690, -5.80444)
H (-1.39467, -6.75492, -3.23946)
H (-0.78651, -8.08974, -4.06026)
H (-3.37525, -7.64892, -4.43622)
H (-2.44843, -8.20862, -5.64919)
H (-3.22000, -5.14019, -5.28091)
H (-3.17474, -5.96129, -6.78118)

Forces on atoms 1 to 3 (eV/Å):
O -1.957 -0.291 4.575
C 2.192 1.651 -3.026
O -1.565 -1.717 -2.578

Its structure (SMILES) is CCOC(C)=O.CCOC(C)=O.CCOC(C)=O.CCOC(C)=O.CCOC(C)=O.CCOC(C)=O.CCOC(C)=O.O=C1CCCO1. For the HOMO energy, the calculation gives -9.72 eV. The charge is 0. As for the spin multiplicity: 1.


| no. | largest force on an atom (hartree/bohr) |
| --- | --- |
| 1 | 0.3237 |
| 2 | 0.0969 |